Record 1
The following is a quantum chemistry calculation of a structure of composition C19H16Cl4IrN4O7P in a non-equilibrium geometry, from the Open Molecules 2025 dataset.

Computed properties:
Relative energy (zero: lowest compared OMol25 entry of this formula, charge and spin), kJ/mol: 335.1
2S+1: 1
Total charge: 0

XYZ file:
```
52
C19H16Cl4IrN4O7P ωB97M-V with the def2-TZVPD basis set
Ir -1.55575 -0.15418 -0.87613
O -4.35665 3.72602 3.27337
C -3.77505 2.92482 2.36917
C -3.56205 3.31082 1.04557
C -2.91795 2.42642 0.20037
N -2.52015 1.23092 0.60977
C -2.71315 0.84622 1.87017
C -3.33435 1.66362 2.78917
C -2.04925 -0.50508 2.16347
O -1.52845 -0.69898 3.25817
O -1.98825 -1.26818 1.16127
C -2.54895 2.76532 -1.26413
O -2.89505 3.84352 -1.70233
O -1.87895 1.86352 -1.84593
H -4.58085 4.57692 2.87517
H -3.85355 4.27772 0.66057
H -3.47955 1.35192 3.80937
Cl -0.81305 -3.32918 -6.99523
C -0.30165 -2.68278 -5.49493
C 1.04945 -2.32618 -5.31453
Cl 2.15465 -2.52758 -6.60983
C 1.47265 -1.84028 -4.09173
Cl 3.12375 -1.42798 -3.83463
C 0.59215 -1.68318 -2.99823
O 0.99295 -1.33358 -1.84723
C -0.83285 -1.98918 -3.20933
O -1.65695 -1.83218 -2.26413
C -1.21105 -2.52248 -4.46833
Cl -2.85855 -2.95578 -4.67623
C 1.68045 -0.52638 2.92897
N 1.95485 -1.56468 1.84877
C 3.30605 -1.29958 1.22187
N 3.41725 0.04242 0.77897
C 3.18135 0.96222 1.87927
N 1.85325 0.78742 2.43237
C 0.81335 1.17382 1.49247
P 0.77575 0.10192 -0.08093
C 0.91095 -1.53178 0.81417
C 2.61595 0.34322 -0.39313
H 2.39105 -0.71698 3.74027
H 0.64875 -0.66898 3.27737
H 1.94735 -2.49328 2.27877
H 3.42395 -1.98188 0.37337
H 4.07035 -1.50358 1.98127
H 3.29665 1.98622 1.51967
H 3.92695 0.77312 2.66157
H 0.97315 2.21752 1.20937
H -0.14305 1.12322 2.01197
H 1.11725 -2.28848 0.05647
H -0.06035 -1.75368 1.26457
H 2.79735 1.38282 -0.67053
H 2.92805 -0.29538 -1.21943
```



Record 2
The following is a quantum chemistry calculation of a structure of composition C60H136O27 in a non-equilibrium geometry, from the Open Molecules 2025 dataset.

Computed properties:
2S+1: 1
Total charge: 0

XYZ file:
```
223
C60H136O27 ωB97M-V with the def2-TZVPD basis set
C 0.90205 3.84587 1.48675
C 0.82960 2.87976 0.24489
C 0.82274 1.36238 0.60609
C 0.61465 0.48444 -0.67296
C 0.72749 -1.05666 -0.43580
C -0.38267 -1.69028 0.42558
H -0.01482 3.85355 2.07613
H 0.99858 4.90249 1.23700
H 1.77108 3.52397 2.06058
H -0.12564 3.17572 -0.18874
H 1.52186 3.11492 -0.56354
H 0.12038 1.12012 1.40366
H 1.81228 1.16459 1.01815
H -0.42269 0.62744 -0.97557
H 1.28398 0.86280 -1.44558
H 0.79299 -1.54116 -1.41000
H 1.71137 -1.16238 0.02124
H -0.54108 -2.73291 0.15005
H -0.33331 -1.60424 1.51106
H -1.31777 -1.20338 0.14873
C -2.38170 -5.50405 6.02394
O -1.85280 -5.10914 4.74616
C -2.71429 -5.34560 3.61066
C -2.05814 -5.60910 2.30020
O -1.23897 -4.51171 1.90495
C -0.12699 -4.11208 2.66662
C 0.91570 -3.34193 1.88386
O 1.33962 -4.10964 0.79855
C 2.35396 -3.53457 -0.05220
H -2.64611 -6.55487 6.14217
H -3.21411 -4.85725 6.30114
H -1.66493 -5.26530 6.80965
H -3.43414 -4.53181 3.52315
H -3.19598 -6.30132 3.81720
H -2.75413 -5.77408 1.47772
H -1.38014 -6.46176 2.33742
H 0.32050 -4.84550 3.33741
H -0.53641 -3.40431 3.38740
H 1.78515 -3.23287 2.53214
H 0.52454 -2.39792 1.50448
H 2.72184 -4.22484 -0.81135
H 3.25634 -3.41750 0.54788
H 2.02448 -2.56977 -0.43782
C 5.89336 -0.06877 0.77496
O 5.31424 -0.25426 -0.49108
C 3.86361 -0.12818 -0.51531
C 3.39210 1.33006 -0.61628
O 3.88589 2.17889 0.41120
C 3.96600 3.59475 0.10641
C 5.11183 3.98263 -0.81424
O 4.62255 4.17435 -2.09719
C 5.55132 3.79080 -3.10504
H 5.61184 0.80608 1.36103
H 6.98277 -0.10461 0.77211
H 5.64812 -0.94448 1.37586
H 3.35922 -0.69811 0.26498
H 3.49909 -0.61228 -1.42133
H 2.31831 1.46341 -0.74783
H 3.76147 1.65017 -1.59055
H 4.00707 4.09053 1.07626
H 2.99428 3.87611 -0.29943
H 5.85750 3.19444 -0.71021
H 5.53508 4.89352 -0.39086
H 5.17126 4.21212 -4.03571
H 5.69701 2.71117 -3.06934
H 6.49143 4.29224 -2.87514
C -1.84142 1.97190 1.16846
O -3.17525 1.65217 0.96600
C -3.42159 0.32675 0.59737
C -2.91459 -0.05553 -0.82996
O -3.11036 0.96040 -1.74839
C -3.06321 0.60755 -3.12851
C -4.43699 -0.00024 -3.58622
O -4.35316 -0.46561 -4.95670
C -5.62061 -0.45494 -5.60612
H -1.75581 3.03038 1.41413
H -1.16417 1.80123 0.33162
H -1.53337 1.53402 2.11793
H -4.50584 0.21762 0.62187
H -3.03062 -0.24688 1.43773
H -3.40832 -0.98833 -1.10237
H -1.87059 -0.35941 -0.90636
H -2.17296 0.01695 -3.34472
H -2.90133 1.51487 -3.71046
H -5.15645 0.80227 -3.42353
H -4.73188 -0.74506 -2.84705
H -5.68057 -0.95672 -6.57189
H -5.85575 0.59178 -5.79901
H -6.30564 -0.87874 -4.87181
C 6.96168 -2.66457 -3.17290
O 6.42663 -1.46048 -3.78985
C 6.13926 -0.46224 -2.84169
C 5.04161 0.43586 -3.44070
O 3.82777 -0.29062 -3.37842
C 2.84498 0.32637 -4.17388
C 1.43917 -0.09575 -3.70412
O 1.26853 -1.45351 -4.02077
C -0.00185 -1.92184 -3.63815
H 6.31910 -3.15414 -2.44111
H 7.90887 -2.44505 -2.68022
H 7.15235 -3.35593 -3.99373
H 7.06088 0.10087 -2.69464
H 5.75918 -0.77178 -1.86813
H 5.38357 0.72612 -4.43413
H 4.90848 1.34239 -2.85029
H 3.01146 0.16621 -5.23912
H 2.83382 1.41091 -4.06549
H 0.70236 0.52542 -4.21339
H 1.24352 0.01323 -2.63737
H -0.69301 -1.33729 -4.24535
H -0.32866 -1.99561 -2.60092
H 0.02607 -2.93666 -4.03498
C -1.21584 0.61544 6.57264
O -0.91581 1.38349 5.41602
C 0.46397 1.56932 5.13117
C 0.78104 2.37560 3.81071
O 0.29176 3.73267 3.80067
C -1.09529 3.97044 4.01067
C -2.00516 3.15130 3.03385
O -3.34113 3.73173 3.10956
C -4.30898 3.01482 2.40292
H -0.63653 -0.30765 6.59283
H -2.29406 0.45708 6.59445
H -0.90034 1.18932 7.44397
H 1.05006 0.65031 5.13610
H 0.92529 2.18609 5.90245
H 0.39492 1.78600 2.97922
H 1.86460 2.40361 3.69569
H -1.36322 5.00672 3.80468
H -1.41797 3.83301 5.04270
H -2.08563 2.08438 3.24196
H -1.55449 3.30383 2.05317
H -4.04170 3.15089 1.35499
H -5.30081 3.36370 2.69039
H -4.19026 1.98485 2.73931
C -1.27480 -7.96940 -0.14065
O -1.43153 -6.53461 -0.32941
C -0.22509 -5.78120 -0.37670
C -0.39030 -4.24742 -0.35074
O -1.33047 -3.84080 -1.36899
C -1.60474 -2.45605 -1.50540
C -2.54325 -2.21003 -2.71981
O -1.84531 -1.97325 -3.93467
C -2.65080 -2.15756 -5.11402
H -2.16125 -8.55220 -0.39098
H -1.02921 -8.12188 0.91032
H -0.37477 -8.30606 -0.65515
H 0.39302 -6.07602 -1.22471
H 0.40109 -5.97272 0.49469
H 0.55533 -3.79927 -0.65575
H -0.75081 -3.93534 0.62943
H -0.61978 -2.02503 -1.68479
H -2.18935 -2.19292 -0.62388
H -3.26512 -1.42929 -2.48011
H -3.22609 -3.05295 -2.82620
H -3.37640 -1.34916 -5.20403
H -3.15734 -3.11582 -5.22919
H -1.99979 -2.10837 -5.98686
C -1.30151 0.44706 4.02455
O -1.70947 -0.34374 2.85743
C -1.75202 -1.71890 3.14060
C -2.29431 -2.53710 1.94567
O -3.61612 -2.27872 1.57904
C -4.16362 -3.22671 0.77321
C -5.52476 -2.73535 0.25393
O -5.42444 -1.69843 -0.69208
C -6.69829 -0.97368 -0.83057
H -2.17790 0.73531 4.60503
H -0.80412 1.33900 3.64357
H -0.64523 -0.02443 4.75605
H -2.36002 -1.85926 4.03431
H -0.76084 -2.00299 3.49409
H -2.12874 -3.58942 2.17655
H -1.67069 -2.29501 1.08509
H -4.23465 -4.18063 1.29580
H -3.50545 -3.34791 -0.08716
H -6.09480 -2.41736 1.12688
H -6.04524 -3.56708 -0.22085
H -6.47576 -0.07915 -1.41230
H -7.18415 -0.75650 0.12068
H -7.30316 -1.47004 -1.58942
O 1.36041 1.82027 -2.53647
C 0.56662 2.58358 -3.05022
O 0.68213 3.15911 -4.27958
C 1.85649 2.89100 -4.97047
C 1.79260 3.61177 -6.32391
C -0.71177 2.85815 -2.30440
H 1.93967 1.81636 -5.13270
H 2.75747 3.13205 -4.40635
H 2.04039 4.67218 -6.27655
H 0.82413 3.56255 -6.82165
H 2.50825 3.15938 -7.01041
H -1.28829 1.96514 -2.06302
H -1.23870 3.61519 -2.88520
H -0.36546 3.31179 -1.37575
O 3.01253 -0.92866 1.75517
C 2.22589 -0.41242 2.57792
O 2.28078 0.80776 3.14038
C 3.42789 1.64888 3.08349
C 3.89923 1.76365 4.52835
C 0.93126 -1.08586 2.94838
H 3.04166 2.57738 2.66303
H 4.22658 1.47097 2.36338
H 3.06624 2.03903 5.17517
H 4.64944 2.54274 4.66360
H 4.32791 0.81795 4.86000
H 0.91630 -2.03658 2.41545
H 0.08248 -0.47585 2.63929
H 0.89369 -1.43965 3.97868
O -2.68360 6.59989 -0.89644
C -2.01024 5.53210 -0.90350
O -0.68835 5.42475 -0.75668
C 0.14265 6.49924 -0.69184
C 1.55813 6.20640 -0.30996
C -2.72693 4.22332 -1.03992
H -0.22908 7.10815 0.13226
H 0.14233 7.08987 -1.60795
H 2.24323 7.04804 -0.41193
H 2.03441 5.37787 -0.83417
H 1.49427 5.85382 0.71946
H -3.34576 4.20906 -1.93711
H -3.36298 4.18252 -0.15568
H -1.98178 3.42840 -1.00910
```



Record 3
The following is a quantum chemistry calculation of a structure of composition C13H14MnN3O5, from the Open Molecules 2025 dataset.

Computed properties:
2S+1: 5
Total charge: +2
Expectation value of S²: 6.047

XYZ file:
```
36
C13H14MnN3O5 ωB97M-V with the def2-TZVPD basis set
Mn -0.83135 0.16389 -0.43409
O -1.38861 -0.85876 -1.99903
C -0.56507 -1.64890 -2.94544
C 0.01084 -2.85810 -2.24584
C 0.71466 -2.52051 -0.91889
C 1.64270 -1.34526 -1.03807
C 2.96789 -1.46654 -1.42003
C 3.74806 -0.33172 -1.57306
C 3.19061 0.92335 -1.34208
C 1.87353 0.99120 -0.95935
N 1.11605 -0.12206 -0.80686
H -2.33290 -0.86874 -2.21879
H 0.20126 -0.96366 -3.30244
H -1.21080 -1.91181 -3.77894
H 0.71915 -3.31509 -2.94072
H -0.76445 -3.60020 -2.05454
H 1.26659 -3.39286 -0.57168
H -0.03289 -2.32062 -0.13915
H 3.38101 -2.45159 -1.59159
H 4.78490 -0.42105 -1.87029
H 3.76747 1.82993 -1.45627
H 1.39510 1.94455 -0.76201
O -3.71880 2.78380 3.83998
C -2.43950 2.63424 4.13254
O -1.94110 2.98368 5.15857
C -1.54732 1.96817 3.11088
C -0.18823 1.77060 3.34534
N 0.33855 1.16581 2.27961
N -0.60168 0.95088 1.33982
C -1.75170 1.43851 1.85122
C -2.92421 1.27557 0.95282
O -4.03817 1.59912 1.20897
O -2.55147 0.63534 -0.18119
H -3.97748 2.44521 2.96449
H 0.39451 2.03092 4.21670
H 1.29286 0.86268 2.14942
```



Record 4
The following is a quantum chemistry calculation of an isolated molecule of C5H6O, from the Open Molecules 2025 dataset.

Computed properties:
SMILES: C#C[C@@H](C)C=O
Relative energy (zero: lowest compared OMol25 entry of this formula, charge and spin), kJ/mol: 183.6
2S+1: 1
Total charge: 0

XYZ file:
```
12
C5H6O ωB97M-V with the def2-TZVPD basis set
C 0.81230 -0.97144 0.75072
C -0.05843 0.26515 0.50598
C 0.75230 1.39908 -0.12984
O 1.65313 1.21250 -0.90642
C -1.17328 -0.04288 -0.40116
C -2.03961 -0.32481 -1.18821
H 0.22558 -1.75445 1.23826
H 1.19331 -1.35224 -0.19909
H 1.66413 -0.71732 1.38907
H -0.46815 0.63846 1.45407
H 0.45505 2.42595 0.16286
H -2.80573 -0.58452 -1.88553
```



DFT total energy values (in eV) by entry order: -102470.109; -119648.818; -59721.434; -7327.381.